1.
Below is a cluster of 2 separate species, C31H20BF7O2S in total at a distorted geometry, with properties calculated with wB97M-V/def2-TZVPD.

```
62
Properties=species:S:1:pos:R:3:forces:R:3:lowdin_charge:R:1
F 3.767 2.148 -3.224 -0.56 0.00 1.10 0.04
C 2.886 2.305 -2.177 0.22 -0.43 -0.25 -0.22
C 2.885 3.519 -1.503 -0.52 -0.19 -0.16 0.07
C 1.851 3.692 -0.590 -0.26 0.20 0.68 -0.23
F 1.717 4.910 0.036 0.28 -1.04 -0.45 0.04
C 0.933 2.693 -0.278 -0.15 0.28 -0.40 0.03
C 0.969 1.472 -0.968 0.52 0.33 0.61 -0.17
C -0.191 0.514 -0.707 -0.06 0.50 -1.58 -0.04
B -0.122 -0.860 -1.480 -0.20 -0.94 2.51 -0.54
O -1.229 -1.727 -1.329 0.82 0.13 -0.22 0.19
C -0.892 -2.821 -2.087 0.62 0.62 -1.49 -0.17
C -1.813 -3.557 -2.805 0.24 -0.61 -0.16 0.01
C -1.340 -4.240 -3.944 0.01 -0.40 0.18 -0.08
C -0.020 -4.120 -4.384 0.60 0.02 0.31 -0.08
C 0.884 -3.268 -3.708 0.10 -0.62 0.10 0.00
C 0.454 -2.689 -2.536 -1.75 0.58 -0.62 -0.15
O 0.957 -1.486 -2.047 0.00 -0.24 -0.24 0.19
C -1.446 0.954 -1.499 -0.68 0.97 -0.85 -0.15
C -2.789 0.864 -1.060 0.48 -0.11 -0.27 0.05
C -3.784 0.710 -2.029 -0.49 -0.33 -0.09 -0.22
F -5.110 0.579 -1.654 1.51 0.12 -0.16 0.03
C -3.508 0.580 -3.396 -0.01 0.57 0.03 0.06
C -2.221 0.924 -3.796 0.15 -0.15 -0.31 -0.21
F -1.902 0.891 -5.144 -0.45 0.23 1.54 0.04
C -1.219 1.216 -2.875 -0.04 -0.66 -0.14 0.05
C 2.018 1.242 -1.877 -0.16 0.44 -0.33 0.05
H 3.594 4.310 -1.714 -0.12 -0.09 -0.09 0.13
H 0.131 2.870 0.444 0.33 0.14 -0.28 0.14
H -0.405 0.363 0.344 -0.01 0.08 0.23 0.13
H -2.868 -3.534 -2.532 0.31 -0.04 -0.12 0.12
H -2.009 -4.887 -4.520 0.14 0.36 0.29 0.11
H 0.337 -4.690 -5.256 -0.36 0.47 0.42 0.11
H 1.879 -3.005 -4.078 -0.38 -0.26 -0.07 0.13
H -3.021 0.889 0.005 -0.06 -0.31 -0.30 0.13
H -4.277 0.328 -4.128 0.19 0.14 0.35 0.13
H -0.231 1.505 -3.244 -0.25 -0.36 0.13 0.14
H 2.121 0.291 -2.407 -0.03 0.57 0.14 0.13
C 0.386 -4.898 3.633 -0.25 -0.06 0.20 -0.10
C 0.687 -3.477 3.269 1.08 1.03 -0.97 -0.57
C 1.896 -2.967 2.810 -0.83 -0.14 0.00 -0.13
C 1.842 -1.584 2.443 -0.40 0.19 1.03 -0.11
C 0.666 -0.936 2.811 0.61 -2.92 -1.08 -0.46
C 0.404 0.471 2.872 -0.46 1.27 -0.27 -0.25
C -0.883 0.975 3.178 0.52 -0.24 0.07 -0.04
C -1.020 2.277 3.626 -0.13 -0.07 0.07 -0.02
C 0.087 3.105 3.714 -0.13 0.48 0.16 -0.13
C -0.065 4.435 4.430 -0.20 0.82 0.01 -0.50
F 0.958 4.706 5.297 -0.77 -0.35 -0.85 0.12
F -0.115 5.487 3.544 0.08 -0.82 0.80 0.11
F -1.221 4.491 5.169 1.07 -0.05 -0.73 0.10
C 1.285 2.715 3.115 0.00 -0.02 -0.02 -0.02
C 1.457 1.405 2.682 -0.42 0.12 0.30 -0.01
S -0.493 -2.203 3.265 0.45 0.48 0.47 1.07
H 1.305 -5.416 3.926 -0.10 0.15 -0.13 0.08
H -0.293 -4.939 4.485 -0.01 -0.03 0.05 0.07
H -0.089 -5.475 2.826 0.19 0.31 0.07 0.08
H 2.815 -3.557 2.782 -0.39 0.14 -0.20 0.11
H 2.690 -1.066 2.008 0.00 0.00 0.23 0.11
H -1.776 0.347 3.141 0.44 -0.02 0.10 0.11
H -1.993 2.639 3.934 0.08 -0.05 0.08 0.12
H 2.068 3.452 2.965 0.07 -0.16 0.21 0.13
H 2.413 1.126 2.222 -0.48 -0.04 0.39 0.12
```
Positions in Å, forces in eV/Å.

Total energy ... -2465.9607 Eh
Frontier orbital gap ... 7.94 eV
Net charge ... 0
ΔE to the lowest compared entry with this formula, charge and spin ... 33.04 kcal/mol
M ... 600.36 g mol⁻¹
HOMO ... -8.31 eV

2.
Below is a structure of composition C17H27IrN3S2 at a distorted geometry, with properties calculated with wB97M-V/def2-TZVPD.

```
50
Properties=species:S:1:pos:R:3:forces:R:3:lowdin_charge:R:1
Ir -0.437 -0.049 -0.420 -0.10 0.08 2.05 1.13
S -0.738 2.242 -0.659 -1.06 2.33 -1.41 0.82
S -0.630 -2.359 -0.524 -0.96 -2.50 -1.28 0.82
C -2.568 2.278 -0.718 -0.02 0.22 0.37 -0.30
C -0.441 2.340 -2.473 0.32 0.54 0.13 -0.38
C -0.848 1.096 -3.228 0.01 -0.47 -0.03 -0.22
N -0.303 -0.108 -2.517 0.34 -0.07 -2.51 -0.28
C -0.789 -1.375 -3.156 -0.02 0.47 -0.06 -0.22
C -0.328 -2.554 -2.328 0.35 -0.52 0.16 -0.38
H 0.634 2.531 -2.578 -0.20 0.07 0.00 0.10
H -0.987 3.224 -2.817 0.19 -0.10 -0.07 0.11
H -0.422 1.103 -4.243 -0.27 0.24 0.24 0.16
H -1.938 0.986 -3.313 0.31 0.04 0.07 0.13
H -0.358 -1.422 -4.168 -0.26 -0.24 0.25 0.16
H -1.882 -1.321 -3.250 0.31 -0.02 0.07 0.13
H 0.754 -2.704 -2.425 -0.19 -0.08 0.00 0.10
H -0.835 -3.479 -2.618 0.18 0.11 -0.07 0.11
C -2.457 -2.480 -0.577 -0.01 -0.19 0.39 -0.30
H 0.704 -0.089 -2.699 -0.06 0.00 -0.10 0.13
H -2.890 -1.649 -1.146 0.08 -0.31 0.10 0.05
H -2.798 -2.451 0.463 -0.03 -0.11 -0.28 0.05
H -2.701 -3.452 -1.023 -0.04 0.27 0.12 0.08
H -2.910 2.297 0.322 -0.03 0.08 -0.29 0.05
H -2.965 1.395 -1.235 0.07 0.32 0.09 0.05
H -2.853 3.208 -1.223 -0.03 -0.26 0.13 0.08
C 5.180 0.155 -2.089 -0.13 0.02 0.55 -0.07
C 5.223 0.209 -0.745 -0.20 -0.02 -0.53 -0.11
H 5.150 1.065 -2.704 0.06 -0.40 0.33 0.06
H 5.214 -0.799 -2.632 0.03 0.42 0.30 0.06
H 5.244 1.167 -0.210 0.05 -0.37 -0.27 0.05
H 5.306 -0.700 -0.136 0.04 0.35 -0.31 0.05
N 1.369 0.027 0.700 2.02 0.05 0.79 -0.03
C 1.201 0.078 2.148 -0.12 0.00 -0.42 -0.19
C 2.243 0.150 3.050 -0.25 0.01 0.61 0.07
C 1.907 0.202 4.420 0.37 0.00 -0.13 0.03
C 0.586 0.186 4.857 -0.37 -0.01 0.28 0.08
C -0.498 0.112 3.941 0.93 -0.02 -0.83 -0.10
C -1.873 0.097 4.255 0.63 0.02 0.33 0.11
C -2.803 0.030 3.230 -0.69 -0.07 -1.00 0.04
C -2.394 -0.022 1.895 0.35 0.07 1.07 -0.08
N -1.086 -0.004 1.578 -0.14 -0.04 0.25 -0.09
C -0.124 0.056 2.559 -1.37 0.06 0.70 -0.16
H 1.962 0.806 0.408 0.01 0.27 -0.01 0.12
H 1.978 -0.760 0.469 0.02 -0.28 0.01 0.13
H 3.279 0.166 2.704 -0.26 0.01 0.25 0.15
H 2.711 0.259 5.155 -0.25 -0.01 -0.18 0.15
H 0.356 0.231 5.924 0.20 -0.01 -0.25 0.15
H -2.191 0.139 5.297 0.02 -0.01 -0.22 0.16
H -3.869 0.017 3.425 0.10 0.00 0.18 0.14
H -3.086 -0.077 1.052 0.07 0.03 0.44 0.12
```
Positions in Å, forces in eV/Å.

Spin multiplicity ... 5
Total energy ... -1727.7824 Eh
Frontier orbital gap (spin up / spin down) ... 5.31 / 3.39 eV
Net charge ... +3
ΔE to the lowest compared entry with this formula, charge and spin ... 0.00 kcal/mol
M ... 529.78 g mol⁻¹
HOMO (spin up / spin down) ... -15.66 / -17.13 eV